DFT (the ωB97M-V functional and the def2-TZVPD basis) results for a single C4H12N2O molecule in a non-equilibrium geometry.

XYZ file:
```
19
Properties=species:S:1:pos:R:3:forces:R:3:lowdin_charge:R:1
N -0.208764 -1.759789 0.281322 0.756 1.774 -1.095 0.054
C 0.317858 -0.369872 0.113272 -0.395 -0.442 0.241 -0.361
C -0.028798 0.019456 -1.337264 0.236 1.084 0.981 -0.413
C 0.886634 1.159010 -1.827766 -1.144 -0.824 -0.402 -0.038
O -1.370212 0.508888 -1.432751 0.270 -0.743 0.004 -0.049
C -0.319082 0.481645 1.186542 -0.176 -0.183 1.108 -0.238
N 0.119154 0.053192 2.556476 0.519 0.248 -0.441 -0.010
H 0.324669 -2.396272 -0.285425 -0.143 -0.656 0.613 0.073
H -0.541967 -2.017659 1.187291 0.429 -0.522 0.120 0.050
H 1.421984 -0.109365 0.188454 -0.731 -1.346 0.329 0.154
H 0.067849 -0.934286 -1.872088 0.159 0.425 -0.564 0.133
H 0.924822 1.948937 -1.090332 0.062 0.134 0.351 0.067
H 0.325425 1.581605 -2.681285 0.976 -0.156 -0.059 0.089
H 1.903090 0.781996 -2.008168 -0.390 0.323 -0.369 0.086
H -1.888457 -0.211839 -1.047152 -0.267 0.211 -0.074 0.087
H -0.006327 1.504576 0.974047 -0.373 0.145 0.389 0.112
H -1.397886 0.361856 1.304944 -0.208 0.457 -1.373 0.112
H -0.593086 0.354691 3.212985 0.174 0.126 0.032 0.060
H 0.063094 -0.956773 2.576901 0.246 -0.057 0.206 0.033
```
Positions in Å, forces in eV/Å.

Summary:
**Structure (SMILES)**: C[C@H](O)[C@H](N)CN
**Frontier orbital gap**: 10.3 eV
**E_LUMO**: 0.99 eV
**Total charge**: 0
**Energy relative to the best compared isomer or geometry (same formula, charge and spin)**: 169.6 kJ/mol


DFT (the ωB97M-V functional and the def2-TZVPD basis) results for 2 unconnected molecules or ions with the total composition C4H12N2O in a non-equilibrium geometry.

XYZ file:
```
19
Properties=species:S:1:pos:R:3:forces:R:3:lowdin_charge:R:1
C -2.598894 0.292323 -0.042693 3.460 1.527 -0.986 -0.056
C 1.058420 1.877590 0.474555 1.094 -2.039 -0.533 -0.143
C -1.352946 -0.593465 -0.445278 -2.004 0.223 3.218 -0.200
C 2.355268 -1.828777 -0.635328 1.767 1.986 2.816 -0.122
N -0.168971 -0.141199 0.287370 2.094 1.879 0.893 -0.156
N 0.610448 0.807478 -0.455050 -0.883 -0.573 0.641 -0.041
O 1.504384 -1.988392 0.344851 -1.180 -0.508 -0.211 -0.167
H -2.507026 0.450605 1.036357 -0.528 -0.299 -0.107 0.070
H -2.324973 1.257357 -0.501442 -0.714 0.060 0.231 0.071
H -3.548044 -0.018658 -0.382488 -0.899 -0.590 -0.225 0.050
H 0.178117 2.141274 1.066430 0.249 0.957 -0.076 0.063
H 1.856473 1.497812 1.180593 -0.713 0.250 -0.442 0.086
H 1.569120 2.612230 -0.168133 -0.737 0.193 0.572 0.075
H -1.714779 -1.573388 -0.152752 1.010 -0.646 -0.004 0.110
H -0.891819 -0.576984 -1.367372 -0.391 0.021 -2.767 0.086
H 3.314781 -1.393885 -0.225284 -0.586 -0.622 -1.148 0.068
H 2.188959 -1.875640 -1.676770 -0.665 -0.309 -0.976 0.032
H -0.224372 0.268696 1.239401 -0.912 -0.897 -0.501 0.132
H 0.695847 -1.214986 0.423035 0.539 -0.611 -0.395 0.042
```
Positions in Å, forces in eV/Å.

Summary:
**Frontier orbital gap (alpha / beta)**: 6.2 / 9.4 eV
**E_LUMO (alpha / beta)**: -0.17 / 0.92 eV
**Total charge**: 0
**Energy relative to the best compared isomer or geometry (same formula, charge and spin)**: 623.8 kJ/mol